Record 1
{
  "formula": "C16H15CoF10N2O4SeTe2",
  "method": "ωB97M-V/def2-TZVPD",
  "e_lumo_ev": [-2.5, -2.6],
  "gap_ev": [6.5883, 6.4563],
  "max_force_ha_per_bohr": 0.009,
  "e_tot_ev": -172740.0325,
  "elements": ["Co", "F", "Te", "F", "F", "F", "F", "O", "C", "C", "C", "C", "C", "C", "C", "C", "C", "C", "O", "O", "H", "H", "H", "H", "H", "H", "H", "H", "H", "H", "H", "F", "Te", "F", "F", "F", "F", "O", "Se", "N", "C", "C", "C", "C", "C", "C", "N", "H", "H", "H", "H"],
  "positions_angstrom": [[1.75851, -0.60052, 0.17682], [3.73736, -2.15444, -3.03077], [2.80129, -2.62714, -1.50647], [1.44405, -1.28004, -1.87434], [1.82561, -3.74467, -2.58546], [3.94967, -4.00613, -1.13053], [1.60952, -3.10006, -0.13201], [3.49176, -1.33330, -0.43426], [-6.42180, -1.10957, -0.28595], [-4.99074, -0.78324, 0.04014], [-4.57673, -0.59645, 1.34972], [-3.26028, -0.28273, 1.66961], [-2.89690, -0.07032, 3.11463], [-2.32719, -0.18848, 0.62874], [-2.71786, -0.37285, -0.70692], [-1.76555, -0.24534, -1.86911], [-4.04925, -0.65518, -0.97374], [-0.91392, 0.16789, 0.95634], [-0.60489, 1.06709, 1.71443], [-0.02559, -0.53402, 0.28640], [-7.02883, -1.17132, 0.61598], [-6.49310, -2.06432, -0.80948], [-6.85568, -0.34800, -0.93602], [-5.29865, -0.68996, 2.15315], [-3.72686, -0.36982, 3.75284], [-2.66653, 0.97638, 3.31051], [-2.01869, -0.64586, 3.40044], [-1.14099, 0.64632, -1.78828], [-2.32643, -0.17893, -2.80027], [-1.09689, -1.10265, -1.93041], [-4.35998, -0.78178, -2.00533], [3.75178, -0.32980, 4.10911], [2.01769, -0.74335, 3.61885], [2.49281, -2.51620, 3.83277], [1.53493, -0.70237, 5.39913], [1.70070, 1.08759, 3.65107], [0.28927, -1.34232, 3.30644], [2.45566, -0.76911, 1.83655], [1.56423, 2.54070, 0.99838], [2.10693, 1.23410, -0.13459], [2.78083, 1.79553, -1.15043], [3.40432, 1.15701, -2.25926], [4.02359, 1.92529, -3.19074], [4.08426, 3.35009, -3.10182], [3.52271, 3.99593, -2.05544], [2.86247, 3.22800, -1.04997], [2.30043, 3.76819, 0.01896], [3.40623, 0.08818, -2.34588], [4.49793, 1.43705, -4.03206], [4.59296, 3.90448, -3.87847], [3.55579, 5.07043, -1.94306]],
  "atomic_forces_ev_per_a": [[0.021, -0.004, -0.064], [0.004, -0.018, -0.006], [0.064, -0.021, 0.000], [-0.005, -0.022, 0.002], [-0.016, 0.009, -0.005], [0.009, 0.002, -0.016], [0.006, -0.020, -0.008], [-0.091, 0.083, -0.016], [0.001, 0.000, -0.001], [-0.004, -0.001, 0.003], [-0.001, 0.007, 0.004], [0.002, -0.007, -0.031], [0.016, 0.010, -0.002], [-0.024, -0.038, 0.086], [0.020, 0.001, -0.011], [-0.013, 0.005, -0.016], [0.000, -0.006, 0.003], [0.036, 0.230, -0.298], [0.172, -0.015, 0.225], [0.069, -0.244, 0.226], [0.000, 0.000, 0.001], [0.000, 0.000, 0.000], [-0.001, -0.001, -0.001], [-0.002, -0.001, 0.000], [0.005, 0.001, 0.003], [-0.005, 0.006, -0.010], [0.031, -0.011, 0.006], [0.002, -0.015, 0.003], [-0.007, 0.004, 0.000], [-0.020, 0.009, -0.011], [0.002, 0.002, 0.000], [-0.063, -0.003, -0.043], [0.295, -0.352, -0.040], [-0.019, 0.025, 0.013], [0.073, -0.038, 0.020], [-0.374, -0.085, -0.130], [-0.124, 0.369, -0.023], [-0.038, 0.280, 0.147], [-0.078, -0.104, 0.003], [0.017, 0.005, -0.105], [0.063, 0.020, 0.058], [-0.036, -0.021, 0.029], [0.005, -0.005, -0.014], [0.003, -0.003, -0.004], [-0.007, -0.004, 0.004], [0.024, -0.028, -0.030], [0.006, 0.001, 0.073], [-0.015, 0.006, -0.029], [0.001, -0.001, 0.002], [0.002, -0.002, 0.001], [-0.006, 0.000, 0.002]]
}



Record 2
{
  "formula": "C26H39B3F24O7Si",
  "method": "ωB97M-V/def2-TZVPD",
  "e_lumo_ev": 0.2,
  "gap_ev": 10.0468,
  "max_force_ha_per_bohr": 0.021,
  "e_tot_ev": -117063.1043,
  "elements": ["C", "C", "C", "C", "C", "C", "B", "O", "B", "O", "B", "C", "C", "O", "Si", "C", "C", "C", "O", "H", "H", "H", "H", "H", "H", "H", "H", "H", "H", "H", "H", "H", "H", "H", "H", "H", "H", "H", "H", "H", "H", "H", "H", "H", "H", "H", "C", "C", "C", "F", "F", "F", "F", "O", "C", "C", "F", "F", "F", "F", "H", "H", "H", "H", "C", "C", "C", "F", "F", "F", "F", "O", "C", "C", "F", "F", "F", "F", "H", "H", "H", "H", "C", "C", "C", "F", "F", "F", "F", "O", "C", "C", "F", "F", "F", "F", "H", "H", "H", "H"],
  "positions_angstrom": [[-2.65728, -0.39081, 2.66162], [-3.84774, -0.36158, 1.71695], [-5.13125, 0.02680, 2.48638], [-5.30041, 1.55291, 2.46839], [-6.35075, 2.05143, 3.47352], [-5.80500, 2.97965, 4.56607], [-4.99881, 4.23958, 4.11843], [-4.55406, 5.13652, 5.09528], [-3.17250, 5.15902, 5.05602], [-2.57852, 5.35698, 3.83375], [-3.28063, 4.91525, 2.71708], [-2.53939, 4.91541, 1.33635], [-1.53600, 3.75282, 1.25557], [-1.56802, 2.98016, 2.47405], [-0.08551, 2.66341, 3.17059], [0.73044, 4.24959, 3.78667], [-0.37403, 1.52201, 4.64182], [1.00883, 1.80261, 1.91584], [-4.60135, 4.52302, 2.81902], [-1.72726, -0.61724, 2.13735], [-2.80645, -1.13086, 3.44640], [-2.52271, 0.57657, 3.14050], [-3.67570, 0.41237, 0.96824], [-3.99018, -1.32552, 1.23175], [-6.00598, -0.46543, 2.06744], [-4.99346, -0.27145, 3.52662], [-4.31634, 1.97126, 2.67108], [-5.61469, 1.83656, 1.46491], [-7.20126, 2.52319, 2.98503], [-6.75810, 1.17368, 3.97889], [-6.64362, 3.35402, 5.16005], [-5.18560, 2.41795, 5.27006], [-2.56647, 4.92789, 6.05294], [-3.22443, 4.85788, 0.49386], [-1.99814, 5.85922, 1.25378], [-0.52731, 4.13351, 1.08953], [-1.80615, 3.09996, 0.43003], [0.83430, 4.18732, 4.86787], [0.15495, 5.13631, 3.53585], [1.73375, 4.31002, 3.36720], [-1.42820, 1.53070, 4.90974], [-0.08215, 0.51266, 4.36052], [0.22139, 1.86226, 5.48410], [1.47277, 2.51482, 1.23395], [0.37900, 1.13895, 1.32442], [1.80969, 1.25303, 2.40452], [6.60433, 0.06547, 2.80428], [5.06742, 0.06213, 2.83571], [4.36122, -1.26269, 3.14127], [4.65883, -2.20795, 2.22890], [3.02464, -1.05005, 3.11180], [4.58155, 0.59223, 1.69423], [4.71436, 0.89290, 3.85955], [7.26028, -0.02657, 1.55113], [7.53486, -1.22574, 0.94421], [6.79373, -1.38179, -0.39117], [5.46404, -1.24869, -0.23051], [7.04364, -2.61876, -0.88163], [7.31691, -2.27323, 1.76308], [8.85141, -1.21986, 0.63414], [6.87834, 1.05689, 3.15982], [7.01478, -0.64708, 3.52048], [4.63876, -1.62071, 4.13662], [7.14709, -0.63022, -1.10009], [-1.58622, -2.66622, -2.86152], [-2.80697, -2.38858, -3.75098], [-2.60660, -1.51133, -4.98941], [-2.16580, -0.27934, -4.66035], [-3.79807, -1.38007, -5.61867], [-3.82377, -1.90728, -3.00213], [-3.19739, -3.60165, -4.23947], [-1.41053, -1.87822, -1.69261], [-0.77535, -0.66795, -1.72097], [-1.70787, 0.48462, -1.33648], [-2.79419, 0.52666, -2.13291], [-1.05436, 1.66692, -1.47130], [-0.16006, -0.44130, -2.90129], [0.18466, -0.69794, -0.76526], [-1.75390, -3.66744, -2.47033], [-0.67466, -2.71260, -3.44299], [-1.89464, -1.97878, -5.67388], [-2.03782, 0.38121, -0.30030], [2.63370, -2.75872, -6.63882], [1.44736, -3.33410, -5.84976], [1.74944, -4.14336, -4.58491], [2.49351, -5.22959, -4.85058], [0.56995, -4.55981, -4.05046], [0.63913, -4.03733, -6.66926], [0.73393, -2.25133, -5.40624], [3.09724, -3.46180, -7.77663], [4.01349, -4.48230, -7.69270], [3.43084, -5.82488, -8.15590], [2.32673, -6.14208, -7.45377], [4.35931, -6.78752, -7.95501], [4.56041, -4.57119, -6.46444], [5.00759, -4.19199, -8.56081], [2.25319, -1.82697, -7.05345], [3.45532, -2.49101, -5.97366], [2.26668, -3.52315, -3.84726], [3.17983, -5.77426, -9.21734]],
  "atomic_forces_ev_per_a": [[0.127, -0.023, -0.132], [-0.478, 0.101, 0.546], [0.658, 0.494, -0.235], [-0.513, -0.530, 0.029], [0.238, -0.210, 0.394], [-0.472, 0.221, -0.522], [-0.532, 0.587, -0.011], [0.354, -0.996, 0.291], [-0.312, 0.640, 0.113], [0.029, -0.569, 0.240], [0.133, 0.513, -0.696], [0.183, 0.106, -0.137], [-0.371, 0.027, 0.442], [0.070, 0.021, -0.270], [0.317, -0.114, 0.516], [-0.075, -0.498, -0.216], [-0.093, 0.342, -0.659], [-0.281, 0.474, 0.047], [0.386, -0.601, 0.425], [0.083, -0.084, 0.021], [0.064, -0.123, 0.023], [-0.044, 0.095, 0.008], [-0.069, -0.127, -0.313], [0.164, -0.027, -0.180], [-0.140, -0.060, 0.100], [-0.252, -0.277, 0.090], [0.023, 0.290, -0.060], [0.298, 0.198, -0.141], [0.059, 0.115, -0.189], [-0.177, -0.043, 0.001], [0.009, -0.019, 0.229], [0.136, 0.013, 0.062], [0.229, 0.332, -0.041], [-0.161, 0.037, 0.023], [0.011, 0.098, -0.033], [0.084, -0.018, -0.138], [0.132, -0.112, -0.057], [-0.047, 0.142, 0.119], [0.021, 0.139, -0.021], [0.076, 0.211, -0.049], [-0.063, -0.072, 0.200], [-0.048, -0.168, 0.157], [0.041, -0.086, 0.154], [0.021, 0.036, -0.101], [0.153, -0.273, -0.040], [0.006, -0.197, 0.003], [0.480, 0.128, 0.360], [0.122, 0.017, -0.506], [-0.131, -0.002, 0.176], [0.017, 0.070, -0.054], [0.053, -0.030, -0.007], [-0.016, -0.038, 0.055], [0.013, -0.012, 0.109], [-0.545, -0.174, -0.328], [0.121, 0.159, 0.369], [-0.006, -0.040, -0.160], [-0.005, -0.047, 0.078], [-0.008, 0.075, 0.019], [-0.016, 0.109, -0.120], [0.035, -0.079, 0.047], [-0.028, 0.029, -0.005], [-0.145, -0.141, -0.044], [0.006, -0.004, -0.020], [0.020, -0.008, 0.030], [0.257, -0.379, 0.193], [-0.148, 0.240, 0.447], [-0.027, -0.077, -0.194], [-0.041, -0.039, 0.037], [0.056, 0.026, 0.025], [0.054, -0.009, -0.082], [0.077, -0.058, -0.070], [-0.456, 0.433, -0.158], [0.207, -0.328, -0.107], [-0.342, 0.392, 0.135], [0.090, -0.098, -0.050], [0.138, -0.166, -0.036], [-0.065, 0.015, 0.163], [0.085, 0.025, -0.052], [-0.051, -0.014, 0.008], [0.009, 0.179, -0.211], [0.014, 0.008, 0.014], [0.116, -0.120, -0.017], [0.330, 0.529, -0.061], [0.017, -0.335, -0.430], [-0.013, 0.005, 0.245], [-0.039, -0.003, -0.110], [0.140, 0.003, -0.099], [0.032, 0.029, 0.085], [0.020, 0.083, 0.074], [-0.353, -0.556, 0.143], [0.038, 0.405, 0.103], [-0.001, -0.138, -0.085], [0.034, 0.037, 0.086], [-0.049, 0.051, -0.019], [-0.092, -0.032, -0.132], [0.079, 0.008, 0.058], [-0.036, 0.005, -0.005], [-0.034, -0.165, 0.123], [-0.012, 0.009, -0.020], [0.021, 0.022, 0.015]]
}



Record 3
{
  "formula": "C5H7Cl2N2",
  "method": "ωB97M-V/def2-TZVPD",
  "multiplicity": 3,
  "e_lumo_ev": [-4.9, -8.6],
  "gap_ev": [5.8665, 5.3883],
  "max_force_ha_per_bohr": 0.083,
  "e_tot_ev": -33311.1230,
  "total_charge": 1,
  "elements": ["C", "C", "C", "C", "C", "N", "N", "Cl", "Cl", "H", "H", "H", "H", "H", "H", "H"],
  "positions_angstrom": [[0.32579, -0.32373, -1.69015], [-0.34470, -1.98850, 0.03091], [0.91590, 0.83859, -0.91767], [-0.10717, 1.48264, -0.09150], [-0.20400, 1.34925, 1.26078], [-0.12544, -1.37009, -1.17249], [-0.80251, -1.37788, 1.09843], [2.26725, 0.09050, 0.15134], [-1.30746, 2.37705, -0.93749], [0.28176, -0.16463, -2.77923], [-0.05844, -3.06027, 0.09309], [1.24480, 1.60373, -1.62295], [-0.92714, -0.28598, 1.11060], [-1.01505, 1.87568, 1.69616], [0.71417, 0.97493, 1.89490], [-0.85774, -2.02129, 1.87526]],
  "atomic_forces_ev_per_a": [[-0.176, 1.279, -0.783], [1.753, 1.161, -3.445], [0.689, 0.015, 0.927], [0.268, 0.100, -3.428], [1.943, -0.448, 3.632], [-0.949, -3.437, 2.381], [-0.754, 1.336, -0.107], [-0.472, 0.879, -0.823], [0.741, -0.338, 0.605], [-0.180, -0.127, 0.477], [-0.436, 0.888, -0.084], [0.593, -0.350, -0.076], [0.042, -2.816, 0.539], [-0.670, 0.086, 0.872], [-2.098, 0.914, -1.428], [-0.295, 0.857, 0.742]]
}



Record 4
{
  "formula": "CHN3O2",
  "method": "ωB97M-V/def2-TZVPD",
  "e_lumo_ev": -0.7,
  "gap_ev": 10.1506,
  "max_force_ha_per_bohr": 0.157,
  "e_tot_ev": -9613.8064,
  "elements": ["C", "H", "N", "N", "N", "O", "O"],
  "positions_angstrom": [[0.20047, 0.07222, 0.34681], [-0.56517, 0.10849, 2.35634], [1.15725, 0.11422, -0.55512], [0.60628, -0.17735, -1.83370], [-0.61768, -0.53714, -1.49653], [0.14826, 0.66639, 1.52206], [-0.92942, -0.24683, -0.33987]],
  "atomic_forces_ev_per_a": [[1.176, 1.202, -2.920], [3.262, 2.290, -4.212], [0.642, 0.854, 0.382], [-2.279, -1.614, 5.298], [1.477, 0.132, -7.920], [-2.860, -2.756, 3.904], [-1.418, -0.109, 5.470]]
}